# 1
160
Properties=species:S:1:pos:R:3:forces:R:3 method="wB97M-V/def2-TZVPD" total_charge=-2 homo_energy_ev="-0.8 / -0.8" total_energy_ev=-161626.2252 spin_multiplicity=1
Cd -0.194193 0.120980 -0.546775 -0.3 -0.3 0.0
C -0.895084 -0.014380 3.568172 0.0 0.0 0.0
O -0.175467 -0.553825 2.471975 0.1 0.0 0.1
C 0.612221 -1.627652 2.761120 -0.1 0.0 -0.2
C 0.527795 -2.304277 3.971563 -0.1 -0.1 0.2
C 1.383206 -3.360718 4.251889 0.0 0.0 -0.1
C 2.327748 -3.747511 3.315794 0.0 -0.1 0.0
C 2.408746 -3.079029 2.105053 -0.1 0.1 -0.1
C 1.555072 -2.021699 1.794841 -0.1 -0.1 0.3
N 1.672078 -1.225117 0.630420 -0.5 0.1 0.2
N 2.597671 -1.605058 -0.135941 0.4 -0.2 0.0
C 3.057436 -0.745944 -1.083272 0.1 0.3 -0.4
C 2.863975 0.675549 -0.987430 0.1 -0.4 0.0
O 2.071924 1.223892 -0.185251 -0.3 0.3 0.0
C 3.723280 1.492531 -1.830659 -0.1 0.1 0.0
C 4.526709 0.970610 -2.775247 0.1 -0.1 -0.1
C 4.644534 -0.449336 -2.961927 0.0 0.0 0.0
C 5.453178 -0.997506 -3.971716 0.0 0.0 0.0
C 5.579092 -2.358011 -4.122470 0.0 -0.1 0.0
C 4.889382 -3.212731 -3.245998 0.0 0.1 0.0
C 4.085075 -2.698262 -2.255758 0.0 0.0 0.0
C 3.935947 -1.302191 -2.087463 -0.1 0.0 0.2
H -0.240350 0.113604 4.435328 0.0 0.0 0.0
H -1.740229 -0.651151 3.844867 0.1 0.0 0.0
H -1.269024 0.954384 3.257894 0.0 0.0 0.0
H -0.214677 -2.017185 4.704707 0.1 -0.1 -0.1
H 1.299638 -3.881889 5.198389 0.0 0.0 0.0
H 2.996740 -4.574804 3.525721 0.0 0.0 0.0
H 3.154116 -3.348627 1.369317 0.0 0.0 0.0
H 3.633483 2.562649 -1.684167 0.0 0.0 0.0
H 5.113838 1.621133 -3.418625 0.0 0.0 0.0
H 5.977959 -0.326719 -4.646159 0.0 0.0 0.0
H 6.197190 -2.770554 -4.912732 0.0 0.0 0.0
H 4.980285 -4.286083 -3.366225 0.0 0.0 0.0
H 3.535966 -3.352137 -1.589251 0.0 0.0 -0.1
C 3.432914 6.747765 1.463894 0.0 -0.1 0.0
C 1.922445 6.535050 1.643468 0.1 0.0 0.0
C 1.180987 7.845439 1.332219 0.0 0.0 0.0
C 1.661173 6.171650 3.106298 0.0 0.0 0.0
C 1.409936 5.460861 0.692921 -0.1 0.1 0.1
C 0.669275 4.413195 1.108357 0.1 0.0 0.0
C 0.125994 3.459925 0.185302 -0.2 -0.3 0.1
N -0.777980 2.541401 0.452453 0.4 0.5 -0.6
C -1.711339 2.497672 1.412492 -0.2 -0.4 0.3
C -1.937178 3.447415 2.447632 0.1 0.0 -0.3
C -2.965122 3.333057 3.330045 -0.2 -0.1 0.2
C -3.871975 2.239478 3.160022 0.1 0.2 0.0
C -3.764797 1.298567 2.177350 -0.2 0.0 0.1
C -2.616795 1.347057 1.275980 0.1 0.4 0.3
O -2.405902 0.440796 0.452515 0.5 -0.3 -0.4
C -4.778824 0.156834 2.050139 0.2 -0.1 -0.1
C -5.947192 0.310912 3.022852 0.0 0.0 0.1
C -4.067657 -1.178644 2.351601 0.0 0.2 0.0
C -5.368148 0.119527 0.628390 0.1 0.2 0.1
C -3.092870 4.342490 4.476353 0.0 0.0 0.0
C -4.349946 4.113179 5.318956 0.0 0.0 0.0
C -3.147084 5.775036 3.928795 0.0 0.0 -0.1
C -1.871251 4.204010 5.400514 0.0 0.0 0.0
C 0.549694 3.510795 -1.247998 0.0 0.0 0.3
O 0.168340 2.665853 -2.034083 -0.1 -0.3 -0.4
C 1.324374 4.699441 -1.670675 0.3 0.3 0.0
C 1.669737 5.597591 -0.720727 0.0 0.0 -0.1
C 1.696536 5.026250 -3.137486 -0.1 -0.1 0.0
C 0.848561 6.236737 -3.569226 0.0 0.0 0.1
C 3.184883 5.406779 -3.239256 -0.1 0.0 0.0
C 1.454623 3.906628 -4.164544 0.0 0.0 0.2
H 3.793381 7.514590 2.157865 0.0 0.0 0.0
H 3.681957 7.070619 0.450118 0.0 0.0 0.1
H 3.973986 5.817966 1.661556 0.0 0.1 0.0
H 1.476531 8.632841 2.034921 0.0 0.0 -0.1
H 0.101305 7.693575 1.413760 0.1 0.0 0.0
H 1.394747 8.194634 0.317881 0.0 0.0 0.1
H 2.102484 6.929599 3.758453 0.0 0.0 0.0
H 2.102870 5.203164 3.358556 0.0 0.1 0.0
H 0.587644 6.130009 3.317850 0.1 0.0 0.0
H 0.557581 4.220955 2.162941 -0.1 0.0 0.0
H -1.285403 4.302580 2.524765 0.0 0.0 0.0
H -4.706337 2.161916 3.843166 0.0 0.0 0.0
H -5.621057 0.246155 4.066487 0.0 0.0 -0.1
H -6.659048 -0.498201 2.845973 0.0 0.0 0.0
H -6.469989 1.262496 2.876364 0.0 -0.1 0.0
H -3.670464 -1.171721 3.374140 -0.1 0.0 -0.1
H -3.241887 -1.339891 1.654426 -0.1 -0.1 0.0
H -4.769965 -2.013609 2.263270 0.0 0.0 0.0
H -5.911461 1.048348 0.414994 0.0 -0.1 0.0
H -6.065909 -0.718276 0.534626 0.0 0.0 0.0
H -4.580023 -0.001182 -0.110109 0.0 0.0 0.0
H -5.256904 4.185926 4.711261 0.1 0.0 0.1
H -4.404927 4.871773 6.105325 0.0 0.0 0.0
H -4.333593 3.131285 5.800324 0.0 0.1 0.0
H -4.032415 5.909560 3.300870 0.1 0.0 0.0
H -2.269383 6.004782 3.319851 -0.1 0.0 0.0
H -3.188460 6.497847 4.750508 0.0 0.0 0.0
H -1.820992 3.190932 5.808513 0.0 0.0 0.0
H -1.929142 4.913232 6.234442 0.0 0.0 0.0
H -0.943802 4.388998 4.852716 0.0 0.0 0.0
H 2.218218 6.479195 -1.037644 -0.1 0.0 0.1
H 1.060773 7.113522 -2.948468 0.0 -0.1 0.0
H -0.215671 6.003147 -3.475035 0.1 0.0 0.0
H 1.055658 6.492906 -4.613128 0.0 0.0 0.0
H 3.458675 6.230886 -2.575318 0.0 -0.1 -0.1
H 3.409341 5.712719 -4.264953 0.0 0.0 0.0
H 3.814354 4.549643 -2.996035 0.0 0.0 0.0
H 0.412330 3.603784 -4.210688 0.0 0.0 0.0
H 2.035103 3.014124 -3.934669 0.0 0.0 0.0
H 1.759797 4.275925 -5.150483 0.0 0.0 0.1
Br 0.150238 -1.511346 -7.270851 0.0 0.0 0.1
C 0.066947 -1.103236 -5.395009 0.0 0.1 0.0
C 0.772671 -1.881391 -4.498567 0.0 0.0 0.0
C 0.701699 -1.564287 -3.142331 0.0 -0.2 0.0
C -0.049033 -0.497627 -2.653221 0.0 0.4 0.0
C -0.747382 0.252047 -3.610782 0.1 0.0 0.0
C -0.703467 -0.033112 -4.972541 0.0 -0.1 0.0
H 1.363784 -2.720711 -4.843440 0.0 0.0 0.0
H 1.243658 -2.205874 -2.456317 0.0 0.0 0.0
H -1.363664 1.087698 -3.292884 0.1 0.0 0.0
H -1.253099 0.564858 -5.689529 0.0 0.0 0.0
C 1.329139 -6.563657 -0.095400 0.0 0.1 0.0
C 0.197676 -5.719627 0.445226 0.0 0.1 -0.1
C -0.417340 -6.053546 1.650683 0.0 0.0 0.1
C -1.427501 -5.241192 2.164255 0.0 0.0 0.0
C -2.059623 -5.563598 3.498687 0.0 0.1 0.0
C -1.842679 -4.124375 1.448366 0.1 -0.1 0.0
C -1.297986 -3.776256 0.184801 -0.2 -0.1 -0.2
C -0.229308 -4.599555 -0.256113 0.0 0.0 0.1
N -1.763561 -2.728739 -0.576321 0.0 0.1 0.0
C -2.895269 -3.026732 -1.438711 0.1 -0.2 0.3
C -4.177174 -3.459417 -0.667552 0.0 0.0 -0.1
C -5.363077 -3.713784 -1.611483 0.0 0.0 0.1
C -5.000519 -4.827719 -2.598992 0.0 0.1 0.0
C -3.774430 -4.403109 -3.416005 0.0 0.0 0.1
C -4.085325 -3.112719 -4.181388 0.0 0.0 0.0
C -4.441687 -2.007333 -3.182610 0.0 0.0 0.0
C -5.678479 -2.428186 -2.382092 0.0 0.0 0.0
C -3.253080 -1.775199 -2.240167 -0.1 0.0 0.1
C -2.591929 -4.153852 -2.466862 -0.1 0.1 0.0
H 1.402614 -7.516026 0.437441 0.0 0.0 0.0
H 2.288118 -6.041337 0.008199 -0.1 -0.1 0.0
H 1.186673 -6.773574 -1.158930 0.0 0.0 0.0
H -0.092688 -6.934211 2.203168 0.0 0.1 0.0
H -1.891080 -6.608495 3.775203 0.0 0.1 0.0
H -3.138130 -5.380845 3.475945 0.1 0.0 0.0
H -1.635581 -4.933574 4.291488 0.0 -0.1 -0.1
H -2.633303 -3.494035 1.849423 0.1 -0.1 -0.1
H 0.240199 -4.337558 -1.202157 -0.1 0.0 0.0
H -4.423477 -2.660522 0.041054 0.0 -0.1 0.0
H -3.958898 -4.366761 -0.093428 0.0 0.0 0.0
H -6.247357 -4.016233 -1.032999 0.0 0.0 0.0
H -5.850004 -5.042183 -3.263444 0.0 0.0 0.0
H -4.770274 -5.745796 -2.045039 0.0 0.0 0.0
H -3.522883 -5.198573 -4.129478 0.0 0.0 0.0
H -4.914441 -3.276454 -4.884792 0.0 0.0 0.0
H -3.208479 -2.809487 -4.764445 0.0 0.0 0.0
H -4.658543 -1.082693 -3.731293 0.0 0.0 0.0
H -6.532925 -2.588224 -3.055765 0.0 0.0 0.0
H -5.951701 -1.631523 -1.681128 0.0 0.0 0.0
H -3.453763 -0.959130 -1.534694 0.0 -0.1 -0.1
H -2.379814 -1.493576 -2.821092 0.1 0.1 0.0
H -1.702687 -3.852817 -3.034675 0.0 0.0 0.0
H -2.347752 -5.074235 -1.924340 0.0 0.0 0.0

***

# 2
24
Properties=species:S:1:pos:R:3:forces:R:3 method="wB97M-V/def2-TZVPD" total_charge=+1 homo_energy_ev=-12.5 total_energy_ev=-103132.2668 spin_multiplicity=1
Re 1.424573 0.560436 0.292724 -0.1 -0.2 -0.1
S 2.796373 3.764181 -2.436558 0.0 0.0 0.0
Sb 0.887689 2.721899 -2.421521 -0.2 0.0 0.0
S 2.188106 -0.210057 -1.718887 0.1 -0.1 0.0
S 0.102223 2.263744 -0.006361 0.0 0.1 0.0
S -0.815798 2.003839 -3.566059 0.1 0.1 -0.1
F -5.024057 -1.840860 -0.063337 0.0 0.0 0.0
C -3.772715 -1.647086 0.296112 0.0 0.0 0.0
C -2.849042 -1.203871 -0.643369 0.0 0.0 0.0
F -3.217839 -0.979823 -1.894206 0.0 0.0 0.0
C -1.547973 -0.997447 -0.244026 0.0 0.0 0.1
F -0.644972 -0.565590 -1.145944 0.0 0.0 -0.1
C -1.130927 -1.217269 1.059217 0.1 0.0 0.0
S 0.555740 -1.008613 1.560362 -0.2 0.1 0.1
C -2.069534 -1.661956 1.983150 0.0 0.0 0.0
F -1.704515 -1.879063 3.238823 0.0 0.0 0.0
C -3.385715 -1.876525 1.609395 0.0 0.0 0.0
F -4.273895 -2.288778 2.494816 0.0 0.0 0.0
F 4.672607 0.564258 -0.719664 0.1 -0.1 0.0
B 4.049927 -0.104866 -1.655831 -0.2 0.1 0.0
F 4.682357 -0.689284 -2.633302 0.1 0.0 0.0
O 2.833461 3.207475 2.766439 0.1 0.0 0.1
S 3.481310 1.961685 2.451963 -0.2 0.1 -0.2
N 2.762617 1.123571 1.396065 0.2 -0.1 0.1

***

# 3
15
Properties=species:S:1:pos:R:3:forces:R:3 method="wB97M-V/def2-TZVPD" total_charge=-1 homo_energy_ev=-4.8 total_energy_ev=-103238.0355 spin_multiplicity=1
C 1.573182 0.871225 -0.565055 -0.1 0.4 -0.1
C 0.813327 1.438718 0.501548 0.1 -1.9 -0.2
C 1.155710 -0.282039 -1.286207 -0.9 0.8 0.9
C -0.304693 0.697413 0.951565 1.1 -0.5 -1.4
C -0.011670 -0.927033 -0.872130 0.0 0.5 1.3
C -0.708691 -0.434439 0.235481 -0.1 0.0 0.3
O -2.766369 -2.412908 0.187334 0.1 -1.5 -1.7
O -2.759336 -0.731913 2.078264 1.0 -0.1 -1.3
F 2.765724 1.425339 -0.960021 -1.4 -0.3 0.5
F 1.245817 2.465561 1.240070 0.2 0.0 -0.5
F 1.832175 -0.654859 -2.364022 0.3 -0.3 -0.1
F -0.922078 0.984284 2.065505 0.3 1.1 0.3
F -0.483737 -2.078346 -1.338687 0.8 0.2 -1.0
P -2.237200 -1.219069 0.776311 -1.4 2.1 2.6
Br -2.946162 1.325333 -1.229092 0.1 -0.5 0.3

***

# 4
63
Properties=species:S:1:pos:R:3:forces:R:3 method="wB97M-V/def2-TZVPD" total_charge=-4 homo_energy_ev=-0.1 total_energy_ev=-209512.3884 spin_multiplicity=1
Hf 19.551804 19.258992 -12.907163 -0.6 0.6 1.6
C 21.969232 21.193253 -16.704031 -0.9 -0.1 0.7
F 22.858955 21.107982 -17.686099 0.6 0.1 -0.7
F 22.222412 22.343928 -16.037373 -0.2 -0.8 -0.2
F 20.755608 21.308510 -17.266304 0.3 0.1 0.1
S 22.090862 19.582684 -15.739086 0.9 -1.2 1.0
O 23.443671 19.605310 -15.212129 -0.8 0.6 -0.1
O 21.038139 19.685317 -14.696688 -0.1 0.2 -0.1
O 21.888210 18.556797 -16.731142 -0.5 0.9 0.0
C 17.024955 16.368927 -15.768744 1.4 1.0 1.5
F 16.617797 17.609147 -16.010996 -0.5 0.0 -0.2
F 16.328221 15.868753 -14.734034 0.1 0.2 -0.7
F 16.800709 15.628500 -16.847300 -0.2 -0.5 -0.4
S 18.881002 16.396928 -15.309280 0.9 -1.4 1.8
O 18.947217 15.198700 -14.494790 -0.2 0.2 -0.6
O 19.663088 16.355436 -16.506625 -0.7 0.4 -0.7
O 19.114878 17.593215 -14.471334 -0.5 1.1 -0.2
C 17.705659 15.432076 -11.100028 0.9 1.8 0.8
F 17.059698 14.783897 -10.091494 0.1 -0.2 -0.7
F 18.961230 15.659417 -10.679391 -0.1 -0.3 0.3
F 17.801628 14.699943 -12.177365 -0.8 -0.6 -0.1
S 16.903009 17.115061 -11.340109 -1.9 0.6 0.6
O 15.613354 16.774583 -11.935995 1.1 0.0 -0.2
O 16.786803 17.723339 -10.040698 0.5 -0.9 -0.5
O 17.822400 17.831286 -12.248139 0.8 0.1 -0.3
C 23.223696 22.408176 -12.465568 -2.1 -1.1 1.1
F 23.842697 21.490425 -11.715981 0.2 -0.1 -0.2
F 23.768884 23.591143 -12.124724 0.2 0.0 -0.9
F 23.339716 22.076301 -13.734337 0.9 0.7 -0.1
S 21.382453 22.446142 -12.014797 -2.3 0.7 1.6
O 20.768895 21.143180 -12.372021 0.7 -0.9 -0.7
O 21.388898 22.630145 -10.586417 1.0 0.0 -0.4
O 20.769829 23.540298 -12.745667 1.1 -0.5 -0.5
C 16.058291 22.490362 -11.631350 1.5 -1.0 0.8
F 16.564528 23.443322 -12.400143 -0.1 0.1 -0.4
F 15.190796 23.117941 -10.797948 0.1 -0.4 0.1
F 15.392019 21.581051 -12.321476 -0.7 0.3 0.0
S 17.479347 21.529566 -10.726872 0.7 -1.3 2.0
O 16.827321 20.658343 -9.768905 -0.6 1.2 -0.6
O 18.105895 20.664346 -11.760718 0.0 0.5 -1.0
O 18.360176 22.527889 -10.158550 -0.9 0.0 -1.0
C 21.317363 17.801355 -8.591367 -2.0 0.2 -2.2
F 21.087329 16.767909 -9.410553 -0.1 -0.4 1.1
F 21.076404 17.399071 -7.342092 0.5 0.1 0.3
F 22.560640 18.210287 -8.749590 0.3 0.0 0.7
S 20.040331 19.112480 -9.103324 -1.3 3.4 -0.6
O 18.825247 18.799642 -8.397074 0.8 -1.2 -0.3
O 20.598342 20.388524 -8.687217 0.7 -1.3 -0.1
O 19.882792 19.105001 -10.621069 0.7 -1.2 0.8
P 22.149952 17.058093 -12.565083 1.5 -1.3 -2.2
F 22.063051 18.710612 -12.506755 -0.2 -0.3 -0.1
F 23.640381 17.140788 -13.209292 -0.2 0.1 1.3
F 22.659358 17.040006 -11.023001 0.0 0.2 -1.9
F 22.166900 15.430375 -12.576383 0.1 0.4 0.8
F 20.562033 17.108431 -12.259165 -1.2 0.2 1.8
F 21.605055 16.953062 -14.088596 0.8 0.8 -0.5
P 17.673347 20.876714 -15.174378 -0.9 0.3 -1.0
F 18.731013 19.921652 -15.913558 -0.4 0.5 -0.3
F 17.983820 22.146474 -16.156105 0.2 -0.9 0.8
F 16.522579 20.319197 -16.163663 0.1 0.3 0.4
F 16.575028 21.766111 -14.377188 1.0 -0.2 -0.9
F 17.426697 19.693498 -14.065954 -0.6 -1.4 0.0
F 18.857428 21.242223 -14.108002 0.9 1.2 -0.3

***

# 5
16
Properties=species:S:1:pos:R:3:forces:R:3 method="wB97M-V/def2-TZVPD" homo_energy_ev=-8.0 total_energy_ev=-6378.9801 spin_multiplicity=1
C -0.650539 -1.201071 -0.054754 0.0 0.7 -0.2
C 2.098864 0.133103 0.205818 -1.1 -0.1 1.8
C 0.027578 -0.275977 -1.045495 2.0 -0.7 -0.9
C 1.358896 0.139077 -0.984303 -1.9 0.4 -0.5
C -1.034377 0.136954 0.423661 0.8 0.7 2.4
C -2.233284 0.700641 0.563903 0.0 0.0 -0.1
H 0.039112 -1.742775 0.588646 -0.1 0.0 -0.1
H -1.445233 -1.819591 -0.465937 0.1 0.0 0.0
H -0.537174 -0.046026 -1.938492 0.0 0.0 0.0
H 1.676526 0.836522 -1.752256 0.0 -0.1 -0.1
H 0.011541 0.701429 1.088433 -2.0 -0.6 -1.4
H 3.116833 0.507762 0.171203 -0.2 0.4 0.3
H 2.013912 -0.737353 0.849000 0.2 -0.2 -0.2
H 1.062290 0.799078 1.086008 2.2 -0.5 -1.0
H -3.139453 0.104390 0.555058 0.0 -0.1 -0.2
H -2.365493 1.763834 0.709508 0.1 0.0 0.1

***

# 6
16
Properties=species:S:1:pos:R:3:forces:R:3 method="wB97M-V/def2-TZVPD" smiles="C=C(C)/C=C/C" homo_energy_ev=-8.3 total_energy_ev=-6381.9166 spin_multiplicity=1
C -1.862392 -0.785630 0.678154 1.1 -1.4 2.6
C -0.935829 0.449613 0.627581 -1.7 2.7 0.0
C -1.353902 1.645582 1.210671 1.8 -2.8 -1.1
C 2.443406 -0.481387 -1.243201 -1.2 -0.3 -4.0
C 1.067892 -0.540124 -0.625028 -1.2 4.0 1.2
C 0.289002 0.563280 -0.281609 0.6 -3.1 0.9
H -1.702852 -1.555858 1.588992 0.1 2.1 -1.5
H -1.570520 -1.424990 -0.107483 -0.1 -0.7 -1.4
H -2.954134 -0.655220 0.696200 0.5 0.6 -0.3
H -2.222106 1.710401 1.823603 -0.5 0.0 0.3
H -0.676548 2.489127 1.183461 -0.2 0.2 -0.2
H 3.330975 -0.705554 -0.676514 0.0 0.2 0.6
H 2.405555 -1.251517 -2.072733 0.3 0.2 1.0
H 2.596799 0.399076 -1.972906 -0.2 -0.6 1.9
H 0.577156 -1.440726 -0.346632 0.3 -1.1 0.1
H 0.567498 1.583929 -0.482556 0.3 0.1 -0.1